C4H6N2 | ωB97M-V/def2-TZVPD

Last column: Löwdin charge in e.
CARTESIAN COORDINATES (ANGSTROEM)
N (2.53106, -0.30808, 0.31988)  0.1656
C (1.98693, 0.07114, -0.70090)  -0.1031
C (0.72829, -0.14725, 0.13150)  -0.4910
C (-0.33047, 0.94351, 0.32629)  -0.0956
C (-1.29598, -0.11936, -0.25681)  -0.1715
N (-0.22840, -1.15763, -0.27021)  0.0007
H (1.21102, -0.45456, 1.25246)  0.1669
H (-0.51328, 1.20847, 1.37195)  0.1061
H (-0.19614, 1.84948, -0.26843)  0.1058
H (-1.65095, 0.14344, -1.25777)  0.1084
H (-2.14178, -0.40600, 0.37558)  0.1035
H (-0.05633, -1.59566, -1.17116)  0.1042

Forces on atoms 1 to 3 (eV/Å):
0.4 0.6 -2.0
1.3 -0.2 0.5
0.4 -0.9 3.8

ΔE to the lowest compared entry with this formula, charge and spin: 5.024 eV
Gap between HOMO and LUMO: 9.90 eV

=====

C56H130B2ClF8N7O2 | ωB97M-V/def2-TZVPD

Last column: Löwdin charge in e.
CARTESIAN COORDINATES (ANGSTROEM)
C (-2.38092, 0.02826, 6.19697)  -0.0404
C (-2.62182, 1.53170, 6.07836)  -0.1466
N (-1.96862, 2.13126, 4.83560)  -0.2568
C (-2.63297, 3.46153, 4.68727)  0.0203
C (-0.48465, 2.25524, 5.12653)  -0.1246
C (0.33507, 2.95618, 4.05075)  -0.0548
C (-2.23773, 1.33673, 3.57817)  -0.0767
C (-3.66116, 1.12760, 3.07839)  -0.1839
O (-4.61306, 1.10454, 4.11668)  -0.2212
C (-5.93631, 1.18795, 3.62252)  -0.0766
H (-2.78457, -0.57963, 5.38197)  0.0602
H (-3.00264, -0.34672, 7.01179)  0.0878
H (-1.31403, -0.16569, 6.27422)  0.0822
H (-2.18809, 1.93079, 6.99469)  0.1380
H (-3.67397, 1.77625, 6.03865)  0.1157
H (-2.11924, 4.00276, 3.89051)  0.1020
H (-2.39859, 4.04716, 5.57598)  0.1232
H (-3.69286, 3.40221, 4.48043)  0.1088
H (-0.18357, 1.20836, 5.13310)  0.1214
H (-0.38418, 2.83388, 6.04015)  0.1424
H (0.09230, 3.99361, 3.82293)  0.0784
H (0.28623, 2.35618, 3.14053)  0.0649
H (1.37280, 2.96846, 4.38365)  0.0961
H (-1.64733, 0.42349, 3.67865)  0.1165
H (-1.67644, 1.95489, 2.87709)  0.1184
H (-3.72966, 0.27310, 2.39919)  0.1358
H (-3.89324, 2.01824, 2.47293)  0.1307
H (-6.22966, 2.21288, 3.37024)  0.1009
H (-6.62729, 0.85519, 4.39508)  0.0941
H (-6.09559, 0.57350, 2.73115)  0.0953
C (6.82824, 2.25471, -0.52546)  -0.0443
C (6.21418, 3.63445, -0.35888)  -0.1697
N (4.69652, 3.66629, -0.29473)  -0.2418
C (4.29185, 2.86857, 0.95464)  0.0379
C (4.10158, 5.04307, -0.13066)  -0.1859
C (4.92544, 5.97700, 0.71635)  -0.0406
C (4.17328, 2.95257, -1.56851)  -0.0737
C (4.73995, 3.45275, -2.88780)  -0.2033
O (4.72939, 4.84888, -3.01646)  -0.2287
C (5.57276, 5.32948, -4.07490)  -0.0408
H (6.46337, 1.63132, 0.29834)  0.0741
H (7.89597, 2.29804, -0.32858)  0.1054
H (6.51206, 1.66290, -1.38191)  0.0548
H (6.52057, 4.39041, -1.08087)  0.1288
H (6.57402, 3.96755, 0.61427)  0.1260
H (4.45588, 1.79799, 0.85498)  0.0585
H (3.22715, 3.05412, 1.05882)  0.0958
H (4.89334, 3.30369, 1.74557)  0.1113
H (3.10662, 4.86960, 0.28844)  0.1212
H (3.80713, 5.40009, -1.11355)  0.0880
H (5.89562, 6.19092, 0.27404)  0.0894
H (4.97946, 5.61710, 1.74046)  0.0914
H (4.46551, 6.96681, 0.74916)  0.0926
H (3.11371, 3.14525, -1.34983)  0.1287
H (4.28683, 1.88277, -1.39123)  0.0765
H (4.16743, 3.01735, -3.71381)  0.1307
H (5.75808, 3.04492, -2.82970)  0.1126
H (5.36112, 6.38803, -4.15418)  0.0881
H (5.37788, 4.72877, -4.96716)  0.0970
H (6.62380, 5.14922, -3.83078)  0.0999
C (-4.10726, -3.53347, 2.72554)  -0.0568
C (-4.32261, -3.24566, 4.21614)  -0.2265
C (-5.54463, -3.92974, 4.80663)  -0.1324
N (-5.48836, -4.09443, 6.30998)  -0.2603
C (-5.20553, -2.75035, 6.90971)  0.0303
C (-4.52600, -5.20154, 6.75056)  -0.0708
C (-5.25240, -6.09546, 7.75398)  -0.1252
C (-6.52944, -5.30999, 8.10174)  -0.1364
C (-6.84449, -4.57715, 6.81584)  -0.0949
H (-4.83036, -2.96200, 2.14281)  0.0857
H (-4.31090, -4.59031, 2.54803)  0.0492
H (-3.08988, -3.25791, 2.46037)  0.0687
H (-4.40614, -2.16239, 4.32788)  0.0996
H (-3.46777, -3.57511, 4.81308)  0.1141
H (-5.61405, -4.96765, 4.46662)  0.1286
H (-6.50779, -3.49335, 4.53910)  0.1456
H (-5.23346, -2.77398, 7.99241)  0.1212
H (-5.93543, -2.07685, 6.46258)  0.1177
H (-4.25400, -2.43280, 6.49319)  0.0782
H (-3.65584, -4.73853, 7.21390)  0.1399
H (-4.18515, -5.69290, 5.84347)  0.1268
H (-4.67801, -6.26186, 8.66240)  0.1262
H (-5.48699, -7.07180, 7.33513)  0.1224
H (-6.37383, -4.62370, 8.93041)  0.1212
H (-7.29028, -6.04256, 8.36266)  0.1328
H (-7.41870, -3.70569, 7.12890)  0.1372
H (-7.34219, -5.15340, 6.04223)  0.1427
C (-1.04675, 4.98710, -4.18198)  -0.0654
C (0.17909, 5.89778, -4.19227)  -0.2296
C (0.19127, 6.90328, -3.03943)  -0.1148
N (1.25192, 7.96491, -3.21538)  -0.2570
C (2.64842, 7.41509, -3.10375)  0.0145
C (1.19489, 8.78599, -4.52078)  -0.0647
C (1.24217, 10.25742, -4.12656)  -0.1248
C (1.77370, 10.23941, -2.69041)  -0.1553
C (1.10589, 9.02074, -2.12022)  -0.1020
H (-0.82036, 4.05895, -4.69893)  0.0830
H (-1.85975, 5.46401, -4.72887)  0.0913
H (-1.39965, 4.82447, -3.16450)  0.0792
H (0.36566, 6.39776, -5.14416)  0.1117
H (1.10999, 5.32532, -4.08342)  0.0975
H (0.48487, 6.40176, -2.11878)  0.1357
H (-0.74752, 7.45043, -2.98225)  0.1429
H (2.80053, 6.65142, -3.86351)  0.0922
H (2.68409, 6.86554, -2.16495)  0.0885
H (3.35466, 8.22656, -3.21265)  0.1117
H (1.95428, 8.46297, -5.22320)  0.1386
H (0.20060, 8.57695, -4.91216)  0.1326
H (1.86386, 10.91670, -4.72825)  0.1310
H (0.26035, 10.73024, -4.10350)  0.1289
H (2.86646, 10.22760, -2.70210)  0.1169
H (1.58096, 11.14223, -2.11062)  0.1360
H (1.50907, 8.67650, -1.16801)  0.1380
H (0.03156, 9.12573, -1.97242)  0.1393
C (-6.81499, -7.47178, -1.72614)  -0.0883
C (-5.41698, -7.22114, -1.20769)  -0.2300
C (-4.82205, -8.44219, -0.52808)  -0.1232
N (-3.55867, -8.13769, 0.23320)  -0.2682
C (-3.71883, -7.26292, 1.42144)  0.0072
C (-2.40933, -7.63528, -0.64104)  -0.0647
C (-1.20022, -7.94643, 0.22127)  -0.1637
C (-1.50531, -9.29959, 0.88041)  -0.1206
C (-3.02437, -9.45514, 0.77107)  -0.0982
H (-6.82675, -8.26797, -2.47933)  0.0903
H (-7.25523, -6.62853, -2.25409)  0.0868
H (-7.52990, -7.84502, -0.98914)  0.0841
H (-5.37989, -6.34228, -0.56084)  0.1072
H (-4.76775, -6.99738, -2.06070)  0.1193
H (-4.57169, -9.27956, -1.17492)  0.1429
H (-5.54243, -8.83204, 0.19799)  0.1436
H (-3.98292, -6.25535, 1.09992)  0.0824
H (-2.84926, -7.21947, 2.06385)  0.1155
H (-4.61847, -7.61754, 1.92462)  0.1185
H (-2.56439, -6.56644, -0.75152)  0.1284
H (-2.36472, -8.25358, -1.53308)  0.1536
H (-0.92098, -7.19447, 0.96047)  0.1005
H (-0.29629, -7.96057, -0.39124)  0.1297
H (-1.10937, -9.33434, 1.89310)  0.1235
H (-1.00861, -10.12609, 0.37385)  0.1253
H (-3.46140, -9.61559, 1.75695)  0.1348
H (-3.32798, -10.32702, 0.19811)  0.1389
C (-0.45585, -4.02340, 0.53598)  -0.0877
C (0.23430, -2.89613, -0.25508)  -0.2027
C (-0.65296, -1.65789, -0.30640)  -0.1142
N (0.10072, -0.51277, -0.88251)  -0.2498
C (1.09743, -0.02132, 0.10714)  -0.0250
C (-0.79654, 0.64343, -1.27432)  -0.0815
C (-0.22605, 1.38320, -2.48811)  -0.1083
C (1.01059, 0.56303, -2.82549)  -0.1555
C (0.88406, -0.78540, -2.16947)  -0.0838
H (-0.56578, -3.58859, 1.54068)  0.0684
H (0.13916, -4.92069, 0.68818)  0.0740
H (-1.47242, -4.30802, 0.24618)  0.0616
H (0.38462, -3.28835, -1.26238)  0.1129
H (1.18565, -2.78745, 0.26249)  0.1174
H (-1.08744, -1.41131, 0.66196)  0.1359
H (-1.47431, -1.87600, -0.99413)  0.1424
H (1.66583, 0.80409, -0.31103)  0.0799
H (1.68311, -0.85885, 0.45746)  0.0524
H (0.49264, 0.45155, 0.88438)  0.0873
H (-1.03287, 1.25888, -0.40871)  0.1268
H (-1.69995, 0.13441, -1.61725)  0.1130
H (-0.01590, 2.44374, -2.37672)  0.1071
H (-0.97220, 1.22624, -3.23525)  0.0730
H (1.94112, 1.03093, -2.47612)  0.0867
H (1.20111, 0.49622, -3.89882)  0.1095
H (1.85882, -1.22179, -1.95633)  0.0946
H (0.22237, -1.45938, -2.71714)  0.1466
C (2.80389, 1.17136, -6.79950)  -0.0741
C (3.50892, 0.35778, -5.72060)  -0.2430
C (4.81785, -0.20010, -6.23903)  -0.1287
N (5.62697, -0.98499, -5.24080)  -0.2752
C (4.88282, -2.20362, -4.87878)  0.0307
C (7.00142, -1.30126, -5.75247)  -0.0922
C (7.81803, -1.69376, -4.53020)  -0.1318
C (7.12772, -0.90006, -3.38251)  -0.1370
C (5.93585, -0.16588, -4.00383)  -0.1172
H (3.35182, 2.06197, -7.11101)  0.0803
H (1.86919, 1.55227, -6.38110)  0.0763
H (2.54596, 0.56249, -7.66363)  0.0926
H (2.87713, -0.49807, -5.47139)  0.1074
H (3.59609, 0.93781, -4.79916)  0.0847
H (5.47917, 0.52975, -6.71141)  0.1405
H (4.62713, -0.90494, -7.05276)  0.1464
H (4.71311, -2.77457, -5.79222)  0.1239
H (3.92552, -2.04843, -4.39637)  0.1068
H (5.51128, -2.82802, -4.24679)  0.1179
H (6.98659, -2.11088, -6.47878)  0.1490
H (7.42137, -0.37815, -6.14622)  0.1423
H (7.85863, -2.76405, -4.33376)  0.1185
H (8.86332, -1.40446, -4.61015)  0.1229
H (6.87464, -1.56693, -2.56543)  0.1047
H (7.85072, -0.13208, -3.11342)  0.1136
H (5.11685, -0.18310, -3.28410)  0.0857
H (6.21451, 0.84555, -4.29133)  0.1295
Cl (4.41212, -0.92847, -0.37700)  -0.4335
B (-2.95295, 0.34139, -4.52588)  -1.2351
F (-2.77128, -0.48994, -3.37049)  0.0483
F (-1.76594, 0.31327, -5.29654)  0.0751
F (-4.05006, -0.11368, -5.22758)  0.1379
F (-3.13285, 1.68003, -4.09140)  0.0705
B (0.37117, -1.81170, 4.13061)  -1.2683
F (0.25057, -0.83995, 3.12483)  0.0850
F (-0.93331, -2.38627, 4.34503)  0.0419
F (1.19185, -2.86021, 3.70568)  0.1133
F (0.82793, -1.23393, 5.30939)  0.1220

Forces on atoms 1 to 3 (eV/Å):
-0.8 -0.1 -0.6
0.1 -1.5 0.2
-2.0 0.6 0.9

Net charge: +4
Gap between HOMO and LUMO: 7.47 eV

=====

Which HOMO energy belongs to each record? In order, -9.13, -14.45 eV.